Entry 1:
Computed, not measured: a molecular structure, C33H34BIrN6O in a non-equilibrium geometry, with ωB97M-V/def2-TZVPD.

The orbital gap comes out at 5.95 eV. Its HOMO energy is -13.7690 eV. As for the total charge: +2. The value obtained for the molar mass is 733.71 g mol⁻¹.

Each line ends with the Löwdin charge.
Geometry (Å):
1 C 0.380 -2.422 -2.416  -0.162
2 C -0.255 -1.268 4.951  0.012
3 H -1.008 3.664 -3.335  0.112
4 N -2.095 0.497 0.398  -0.019
5 C -4.501 -0.821 2.766  0.008
6 O 2.094 -0.043 -0.792  -0.094
7 C -1.074 -3.579 0.746  -0.217
8 N -0.299 -0.519 2.565  0.049
9 C -4.231 3.030 -1.309  -0.004
10 C 2.158 1.975 1.850  -0.160
11 H -1.291 -1.044 5.205  0.096
12 H 3.639 1.890 3.401  0.122
13 H 2.335 4.027 -0.858  0.120
14 H 2.161 -1.708 -5.786  0.120
15 H -0.083 -0.304 -2.426  0.066
16 H -1.025 1.951 -1.562  0.035
17 H 0.365 -1.081 5.823  0.098
18 H -5.206 1.326 0.844  0.124
19 C 0.437 -1.127 -2.943  -0.070
20 H 3.551 -2.137 -0.329  0.105
21 H 1.126 0.144 -4.525  0.119
22 C 3.350 2.355 2.469  0.000
23 C -3.055 4.219 -3.036  -0.050
24 H -4.533 -1.891 2.562  0.093
25 H -3.042 4.969 -3.814  0.118
26 C -1.582 -4.491 1.802  0.011
27 H -4.033 -0.680 3.740  0.093
28 H -5.522 -0.453 2.820  0.097
29 C 3.213 -0.244 -1.252  -0.422
30 H 4.734 0.512 -2.567  0.100
31 N -0.998 -2.240 0.882  0.049
32 C 3.811 3.902 0.689  -0.051
33 C -1.910 3.482 -2.765  -0.063
34 C 1.668 -1.906 -4.845  -0.046
35 H -0.534 -4.885 -0.942  0.129
36 N -0.488 -1.718 -0.236  -0.004
37 C -0.227 -2.691 -1.118  -0.185
38 C -0.586 -3.899 -0.515  0.076
39 N 0.349 0.336 1.774  -0.006
40 C -4.217 0.908 0.861  0.069
41 H -1.464 -5.526 1.489  0.098
42 C 1.230 0.509 3.783  0.078
43 H 3.366 -2.176 -2.082  0.096
44 H 0.920 -4.470 -2.771  0.122
45 H 3.368 1.630 -2.261  0.093
46 C 2.627 3.535 0.060  -0.068
47 H -2.002 -1.957 2.880  0.125
48 H -2.638 -4.310 2.004  0.097
49 C 1.815 2.579 0.636  -0.067
50 Ir -0.070 0.345 -0.290  1.374
51 C 3.804 -1.613 -1.250  0.031
52 H 4.882 -1.593 -1.389  0.100
53 H -0.190 -2.327 4.705  0.092
54 H 4.586 1.335 -1.019  0.109
55 C 4.018 0.870 -1.831  0.021
56 C -3.140 1.266 0.041  -0.181
57 C -4.211 3.990 -2.307  -0.040
58 B -1.486 -1.332 2.024  -0.475
59 H 5.085 3.604 2.387  0.121
60 C 4.169 3.312 1.894  -0.040
61 C 1.593 -3.203 -4.355  -0.044
62 H -5.103 4.564 -2.515  0.121
63 H -5.141 2.865 -0.751  0.115
64 H 0.853 2.331 0.156  0.067
65 C -3.092 2.276 -1.019  -0.154
66 H 4.444 4.655 0.242  0.120
67 N -2.470 -0.322 1.399  0.037
68 H 1.820 0.837 4.620  0.130
69 C 0.959 -3.458 -3.151  -0.009
70 H 2.038 -4.016 -4.911  0.122
71 H -1.033 -4.349 2.732  0.092
72 C 0.213 -0.438 3.811  -0.215
73 C -1.937 2.528 -1.770  -0.064
74 C 1.290 0.982 2.469  -0.189
75 C -3.761 -0.094 1.703  -0.224
76 C 1.083 -0.865 -4.134  -0.056

Entry 2:
Computed, not measured: 13 unconnected molecules or ions with the total composition C22H70O21 in a non-equilibrium geometry, with ωB97M-V/def2-TZVPD.

The orbital gap comes out at 9.50 eV. Its HOMO energy is -9.5972 eV. As for the total charge: 0. The value obtained for the molar mass is 670.78 g mol⁻¹. The energy above the lowest of the compared OMol25 structures with the same formula, charge and spin is 216.2 kJ/mol.

Each line ends with the Löwdin charge.
Geometry (Å):
1 H 19.782 -2.387 5.449  0.086
2 H 14.414 -1.118 6.812  0.067
3 H 14.491 5.989 14.673  0.079
4 C 9.942 4.228 16.785  -0.257
5 C 16.706 4.684 14.094  -0.237
6 H 10.686 4.774 16.204  0.118
7 H 11.867 -5.836 14.932  0.017
8 C 14.207 -6.967 8.005  -0.232
9 O 14.391 5.663 13.776  -0.054
10 O 22.121 3.245 11.916  -0.089
11 H 22.593 -1.503 14.311  0.027
12 H 14.420 -2.706 12.799  0.076
13 O 11.509 2.372 17.305  -0.058
14 H 22.255 3.283 9.957  0.119
15 H 19.169 -4.674 17.414  0.119
16 C 20.507 -6.980 12.683  -0.054
17 C 15.270 -1.316 11.433  -0.502
18 H 14.990 -0.347 11.018  0.129
19 H 14.800 3.657 14.265  0.109
20 O 22.170 -6.829 14.432  -0.061
21 C 10.582 3.298 17.841  -0.249
22 C 22.707 -8.298 12.696  -0.069
23 H 14.397 -8.039 7.972  0.111
24 O 12.987 -4.367 17.489  -0.051
25 H 17.155 -2.074 12.363  0.087
26 H 19.987 -7.701 13.314  0.078
27 H 18.559 -4.189 5.155  0.122
28 C 16.466 -1.230 12.335  -0.072
29 H 10.979 1.623 17.025  0.083
30 H 16.471 1.603 6.444  0.088
31 H 12.164 -7.146 7.163  0.115
32 H 22.208 5.740 11.857  0.117
33 H 9.130 4.050 15.130  0.084
34 C 19.612 -4.116 4.883  -0.291
35 O 15.708 -2.097 10.343  -0.063
36 H 20.426 -7.321 11.651  0.071
37 O 23.667 5.387 10.430  -0.064
38 H 22.504 -6.158 12.445  0.131
39 C 20.327 -3.592 18.904  -0.228
40 H 9.325 4.932 17.343  0.111
41 H 14.844 -5.545 9.190  0.081
42 H 15.232 4.128 12.662  0.110
43 C 12.632 -6.764 8.070  -0.214
44 H 17.744 5.134 15.481  0.077
45 O 20.510 -2.214 19.262  -0.077
46 H 9.830 2.783 18.438  0.117
47 C 22.328 5.416 10.823  -0.243
48 H 19.636 -3.880 3.820  0.119
49 H 7.265 0.353 10.465  0.112
50 H 20.745 3.974 10.668  0.110
51 O 7.760 2.396 10.868  -0.078
52 H 19.919 -5.909 5.938  0.127
53 O 16.816 5.343 15.355  -0.074
54 H 23.790 -8.415 12.664  0.070
55 H 17.790 -2.490 18.482  0.086
56 O 13.825 -0.918 6.080  -0.088
57 H 22.704 -6.075 14.694  0.086
58 H 8.514 2.989 10.907  0.076
59 H 8.504 0.588 11.631  0.106
60 H 12.591 -5.679 8.162  0.104
61 H 17.281 3.760 14.144  0.114
62 H 14.686 -6.515 7.136  0.110
63 O 16.567 0.703 6.123  -0.061
64 O 20.082 -6.257 3.940  -0.052
65 H 15.672 1.390 4.367  0.106
66 C 14.046 -1.974 12.083  -0.041
67 H 16.022 -0.297 4.454  0.116
68 C 15.691 0.547 5.058  -0.262
69 H 16.439 -1.565 10.022  0.082
70 O 20.262 -3.184 5.687  -0.045
71 H 13.879 1.219 6.162  0.107
72 H 20.659 -6.075 3.195  0.093
73 H 17.177 5.322 13.346  0.109
74 H 13.456 -1.240 12.632  0.079
75 H 10.044 1.306 9.865  0.112
76 C 14.158 0.392 5.509  -0.183
77 H 23.060 3.349 12.084  0.080
78 C 8.122 0.988 10.692  -0.225
79 O 12.146 -7.426 9.244  -0.074
80 H 12.550 -7.072 10.040  0.075
81 O 11.628 -6.421 14.213  -0.054
82 H 11.072 3.941 18.572  0.112
83 H 17.170 -0.443 12.063  0.075
84 C 15.196 4.493 13.689  -0.233
85 C 9.135 0.796 9.547  -0.226
86 C 20.294 -5.436 5.031  -0.284
87 H 21.728 6.113 10.238  0.114
88 O 17.979 -3.431 18.474  -0.063
89 O 9.180 3.463 15.888  -0.061
90 H 7.835 0.816 8.023  0.084
91 H 16.193 -1.118 13.384  0.078
92 H 9.362 -0.263 9.425  0.114
93 O 22.015 -1.539 13.549  -0.054
94 H 13.403 -2.559 11.425  0.077
95 C 22.021 -6.941 13.030  -0.462
96 H 12.553 -4.809 18.219  0.031
97 H 12.426 -6.920 14.035  0.028
98 H 19.357 -3.018 17.023  0.120
99 H 21.861 -0.622 13.321  0.026
100 H 13.846 -4.123 17.833  0.028
101 H 13.582 0.414 4.584  0.108
102 H 19.875 -2.042 19.961  0.075
103 H 21.319 -3.939 18.618  0.116
104 H 21.366 -5.287 5.163  0.125
105 C 19.216 -3.686 17.873  -0.265
106 H 22.267 -9.078 13.318  0.077
107 H 20.038 -4.162 19.787  0.117
108 H 22.461 -8.666 11.700  0.063
109 H 23.812 5.965 9.677  0.090
110 H 19.976 -6.031 12.757  0.071
111 C 21.833 3.941 10.716  -0.232
112 O 14.776 -6.502 9.227  -0.078
113 O 8.490 1.404 8.407  -0.074

Entry 3:
Computed, not measured: 2 unconnected molecules or ions with the total composition C11H15N in a non-equilibrium geometry, with ωB97M-V/def2-TZVPD.

The orbital gap comes out at 8.88 eV. Its HOMO energy is -8.0103 eV. As for the total charge: 0. The value obtained for the molar mass is 161.25 g mol⁻¹. The energy above the lowest of the compared OMol25 structures with the same formula, charge and spin is 188.0 kJ/mol. The structure (SMILES) is Cc1c[nH]c2ccccc12.CC.

Each line ends with the natural charge from an NBO analysis.
Geometry (Å):
1 H 0.921 3.539 2.543  0.209
2 C -0.916 -2.401 -1.450  0.137
3 C -1.048 -1.051 -0.893  -0.070
4 H -0.387 1.597 -0.770  0.215
5 C 2.417 2.261 2.603  -0.612
6 C 0.524 -1.055 -2.543  -0.013
7 C 0.016 1.229 -1.725  -0.646
8 H 2.252 4.190 1.406  0.209
9 H -3.263 -1.548 1.545  0.215
10 H -3.117 -3.896 0.459  0.208
11 C -1.473 -3.447 -0.769  -0.228
12 H -0.264 2.006 -2.448  0.230
13 C -2.551 -1.855 0.796  -0.220
14 H -1.560 -4.490 -1.067  0.216
15 C -1.800 -0.790 0.206  -0.201
16 H 3.451 1.950 2.518  0.201
17 H 0.116 -2.869 -3.168  0.383
18 H -1.811 0.146 0.746  0.212
19 H 1.205 -0.802 -3.346  0.207
20 H 2.034 1.656 1.748  0.202
21 H 2.442 4.401 3.047  0.202
22 C 1.998 3.699 2.359  -0.616
23 C -2.359 -3.117 0.323  -0.222
24 N 0.239 -2.422 -2.260  -0.555
25 H 2.054 1.858 3.547  0.206
26 H 1.091 1.446 -1.634  0.219
27 C -0.213 -0.237 -1.775  -0.087